{"formula": "C4H4CrO3", "method": "the ωB97M-V functional and the def2-TZVPD basis", "total_energy_ev": -38761.3302, "molar_mass_g_mol": 152.1, "lumo_energy_ev": [-6.09, -6.21], "gap_ev": [6.9, 7.7], "spin_multiplicity": 6, "s2": 8.881, "total_charge": 1, "e_homo_ha": [-0.4788, -0.5118], "elements": ["O", "C", "O", "O", "Cr", "C", "C", "C", "H", "H", "H", "H"], "coordinates": [[0.02093, -0.21075, -1.68940], [-0.73502, 0.63679, -0.89392], [-0.69020, -0.17496, 0.18072], [-0.59839, 1.83111, -0.88774], [-1.10597, -1.69601, -1.02308], [1.79604, 0.04493, -0.99565], [2.52903, 0.61868, -1.96982], [1.57538, 0.13755, 0.40099], [2.37346, 1.68090, -2.17743], [2.69526, 0.06799, -2.89803], [1.94112, -0.68291, 1.02213], [1.54631, 1.13376, 0.84621]], "forces_ev_per_a": [[-2.8, -1.2, -4.5], [5.6, 0.5, 1.7], [-3.1, -0.7, 2.2], [-1.7, -0.6, -0.6], [1.2, 1.4, 0.5], [1.5, 1.3, 1.6], [-2.3, -1.1, -0.3], [1.4, 0.1, -1.7], [1.2, 0.4, 1.0], [0.1, -0.1, 0.2], [-0.2, 0.2, 0.0], [-0.9, -0.2, 0.1]]}

{"formula": "C17H26N4S", "method": "the ωB97M-V functional and the def2-TZVPD basis", "total_energy_ev": -34844.6469, "e_above_lowest_ev": 2.0154, "molar_mass_g_mol": 318.5, "lumo_energy_ev": 0.20, "gap_ev": 8.4, "smiles": "CCC(CC)n1ncc2c(=S)[nH]c(CC3CCCCC3)nc21", "total_charge": 0, "e_homo_ha": -0.3028, "elements": ["C", "C", "C", "C", "C", "N", "N", "C", "C", "C", "S", "N", "C", "C", "C", "C", "C", "C", "C", "C", "N", "C", "H", "H", "H", "H", "H", "H", "H", "H", "H", "H", "H", "H", "H", "H", "H", "H", "H", "H", "H", "H", "H", "H", "H", "H", "H", "H"], "coordinates": [[2.88226, 4.06011, 1.04793], [3.97700, 3.56905, 0.10685], [3.60321, 2.36653, -0.81553], [3.92175, 1.01319, -0.13795], [5.44916, 0.85999, -0.36904], [2.21370, 2.48975, -1.23192], [2.03223, 3.12331, -2.41258], [0.72010, 3.01251, -2.55101], [0.11644, 2.25284, -1.49923], [-1.27078, 1.94975, -1.26176], [-2.62348, 2.54908, -2.08925], [-1.51656, 1.24668, -0.08082], [-0.44966, 0.85090, 0.70589], [-0.87390, -0.02599, 1.82252], [-0.78359, -1.54516, 1.45739], [-1.93080, -1.82879, 0.40143], [-3.32769, -1.88093, 1.07175], [-3.21990, -2.93288, 2.15734], [-2.34950, -2.53949, 3.31626], [-0.87744, -2.38799, 2.74894], [0.81636, 1.16952, 0.46251], [1.08264, 1.93365, -0.63940], [3.31281, 4.55938, 1.89406], [2.03796, 3.44301, 1.24093], [2.38044, 4.89469, 0.61864], [4.98576, 3.47911, 0.67449], [4.36179, 4.43972, -0.47701], [4.23370, 2.28711, -1.73220], [3.20647, 0.23634, -0.55409], [3.70161, 1.08695, 0.86126], [5.71850, -0.09689, -0.00761], [5.72031, 0.82158, -1.48641], [6.17895, 1.57210, 0.02044], [0.15090, 3.49593, -3.35689], [-2.41298, 1.35020, 0.35272], [-1.70359, 0.34119, 2.23764], [-0.10476, 0.11592, 2.63794], [0.30216, -1.57078, 1.01381], [-1.87508, -2.85266, -0.07609], [-1.87080, -1.13508, -0.44854], [-3.61701, -0.84696, 1.36530], [-4.09938, -2.17104, 0.28883], [-2.88528, -3.97754, 1.93000], [-4.23537, -3.07915, 2.59221], [-2.64159, -1.53100, 3.70073], [-2.31668, -3.33882, 4.00766], [-0.21326, -2.06956, 3.54002], [-0.50666, -3.35888, 2.35235]], "forces_ev_per_a": [[0.4, 1.0, -0.7], [2.4, 0.8, -0.1], [0.7, -0.2, 0.7], [0.4, 1.0, -2.7], [-0.2, -1.0, -2.1], [2.1, -1.5, 2.0], [-2.8, -0.5, 1.1], [-1.0, 0.6, -1.2], [-2.8, 1.1, -2.6], [-1.7, 1.3, 0.0], [1.2, -0.6, 0.4], [2.6, 0.8, -0.7], [1.0, 0.8, -0.9], [5.4, -1.1, 0.3], [0.3, 1.6, -0.7], [0.4, -1.5, -0.3], [0.5, -0.1, -1.9], [-2.3, -0.6, 1.7], [2.1, 2.0, -1.9], [-0.7, -1.0, -1.2], [-0.5, -0.9, 1.2], [1.1, 0.0, -0.6], [0.2, -0.5, 1.0], [-0.1, -1.2, 0.8], [-0.4, 0.8, -1.0], [-1.7, -1.0, -0.5], [-1.0, -0.5, -0.3], [-0.9, 0.9, 0.5], [1.5, 0.5, 0.2], [-0.5, 0.0, 2.6], [0.6, -1.1, 0.5], [-0.7, 0.0, 1.4], [-0.8, 0.3, 0.5], [0.6, -0.4, 0.3], [-0.6, -0.3, -0.2], [-3.8, 0.9, 1.4], [-0.6, -0.1, -0.8], [-2.1, -0.6, 0.6], [0.6, 0.9, 0.5], [0.0, -0.1, 0.4], [0.0, -0.8, 0.6], [0.9, 0.2, 0.9], [-0.3, 1.0, -0.9], [0.4, -0.1, -0.3], [0.0, -1.0, 0.3], [-0.2, -0.4, 1.3], [0.4, 0.3, 0.0], [-0.4, 0.0, 0.8]]}

{"formula": "C4H16O3", "method": "the ωB97M-V functional and the def2-TZVPD basis", "total_energy_ev": -10547.3052, "e_above_lowest_ev": 3.1691, "molar_mass_g_mol": 112.2, "lumo_energy_ev": 0.67, "gap_ev": 11.0, "smiles": "CC(C)C.O.O.O", "total_charge": 0, "e_homo_ha": -0.3813, "elements": ["C", "C", "C", "C", "H", "H", "H", "H", "H", "H", "H", "H", "H", "H", "O", "H", "H", "O", "H", "H", "O", "H", "H"], "coordinates": [[0.52657, -1.29170, -0.71252], [-0.65422, -2.06757, -1.45974], [-0.46213, -1.35420, -2.73880], [-0.26393, -3.58198, -1.55476], [0.75959, -1.82244, 0.22359], [1.44158, -1.20667, -1.36062], [0.04049, -0.34970, -0.43348], [-1.72877, -1.88600, -0.91079], [-0.83655, -1.70698, -3.70069], [0.53267, -1.12544, -3.19425], [-0.62707, -0.33467, -2.57073], [-1.11540, -4.12568, -1.69639], [0.47892, -3.41762, -2.38784], [0.38340, -3.83939, -0.59742], [-1.96087, 2.68418, 5.13645], [-2.12566, 2.25388, 6.08062], [-1.26753, 2.16226, 4.91660], [-0.41966, 2.07098, 2.86267], [-1.19713, 2.66450, 2.57185], [-0.32229, 1.34677, 2.30348], [2.51951, 4.86908, -0.31625], [3.09387, 5.69648, -0.57615], [3.20459, 4.36190, 0.11521]], "forces_ev_per_a": [[-1.2, -1.0, 1.2], [1.0, -0.1, 2.1], [0.1, 0.4, -3.5], [4.1, 3.7, 1.6], [0.2, 0.3, -0.2], [-1.1, 0.0, 0.9], [0.9, 0.3, -0.1], [2.7, -0.3, -1.5], [-1.5, -0.1, 0.3], [0.5, -1.3, 1.3], [-1.5, 1.7, -0.1], [-1.7, -2.1, -0.7], [-0.8, -1.6, 0.5], [-1.7, 0.0, -1.9], [-3.8, 0.7, 4.8], [0.0, 1.8, -2.8], [3.7, -2.4, -2.0], [-1.7, 3.4, 1.3], [1.9, -1.8, 0.5], [-0.1, -1.7, -1.7], [1.9, 2.8, -0.9], [-2.0, -2.2, 0.6], [0.1, -0.6, 0.3]]}